36
Properties=species:S:1:pos:R:3:forces:R:3:mulliken_charge:R:1 method="wB97M-V/def2-TZVPD" lumo_ev=-0.63 charge=0 fmax_ev_per_a=16.4 orbital_gap_ev=6.75 total_energy_ev=-24929.3817 de_lowest_kcal_mol=745.1
O 5.721960 7.924210 -19.070190 -0.3490 0.2077 -1.3992 -0.612
H 5.962190 7.017600 -18.878900 0.0395 0.0534 -0.8729 0.198
H 6.456270 8.264290 -19.581440 0.0588 0.0653 -0.3293 0.329
O 4.469280 4.759620 -14.837090 0.3009 -10.1102 -0.3837 -0.841
H 5.174930 4.403010 -14.297530 -0.0212 -0.7083 -0.0078 0.220
H 4.601300 5.707260 -14.809200 0.3925 -1.7937 -0.1838 -0.049
O 6.214990 7.327040 -14.708040 15.1227 6.1180 -1.5632 -0.348
H 6.225620 8.272530 -14.559190 -0.6733 0.9412 -0.0809 0.395
H 7.105240 7.041710 -14.502470 1.1705 -0.0694 -0.3055 0.349
O 7.219710 6.041690 -17.491130 8.2983 -3.1763 -2.1586 -0.929
H 6.510850 6.443980 -16.989210 3.5150 -2.7863 -0.7819 0.505
H 6.852540 5.915280 -18.366020 0.3348 -0.9663 0.2422 0.362
O 4.816760 5.086680 -18.468850 2.7417 -2.1005 -3.4048 -0.660
H 4.518040 4.179220 -18.409550 0.4739 -0.3714 -0.3266 0.304
H 4.086420 5.602560 -18.127240 1.5080 -0.3376 -2.5160 0.108
O 6.249270 8.809170 -16.871040 12.8758 6.6356 -1.8782 -0.654
H 6.157770 7.856620 -16.848280 1.6775 -0.1532 -0.8042 0.570
H 7.018570 8.963330 -17.419340 0.1104 0.1891 -0.2219 0.427
O 3.636090 5.656880 -16.822760 1.3905 -4.1800 11.4099 -0.615
H 3.783020 5.712460 -15.878540 -1.2127 -0.3910 -0.3791 0.383
H 3.426840 4.736030 -16.979270 -0.1215 -0.4014 0.8988 0.465
O 3.245240 7.957660 -15.187950 -12.6227 -3.0838 4.8616 -1.065
H 3.601200 7.123730 -14.881220 -5.3356 2.7538 -1.3923 0.279
H 3.909700 8.295970 -15.788180 -4.0816 -3.2313 1.6547 0.577
O 4.423160 8.953550 -16.215640 3.6802 12.0405 -6.1258 -0.372
H 4.235640 9.701800 -16.782400 -0.2559 0.0868 -0.1304 0.266
H 5.264660 8.620960 -16.527850 -2.9819 1.6178 0.2125 0.494
O 2.652630 6.270550 -18.404870 -4.5003 2.4419 -7.4248 -0.837
H 3.084400 6.149380 -17.559220 -3.5909 2.9724 -0.3453 0.656
H 2.758760 5.430410 -18.851100 -0.8016 0.2582 -0.8868 0.247
O 5.547190 6.879870 -16.969210 -11.9445 -0.5243 3.5120 -0.571
H 5.214850 6.686500 -16.092630 -0.3784 -0.0643 -0.5919 -0.391
H 4.767640 6.889990 -17.524580 -0.0515 0.6036 -0.5418 0.840
O 4.526210 6.699360 -14.462930 -3.5131 -0.7104 9.3516 -0.883
H 4.285120 6.464710 -13.566800 -0.8801 0.1674 0.4967 0.297
H 5.482640 6.736390 -14.452260 -0.3750 -1.9933 2.3967 0.557


173
Properties=species:S:1:pos:R:3:forces:R:3:mulliken_charge:R:1 method="wB97M-V/def2-TZVPD" lumo_ev=-0.14 charge=0 smiles="CCC(=O)OCC[C@@](CCCSC(=S)N(CC)CC)(OCC[C@H](C)Br)[C@@](COO)(OCB(O)OC)P(N)O.FC(F)C(F)(F)COC(F)(F)C(F)F.FC(F)C(F)(F)COC(F)(F)C(F)F.FC(F)C(F)(F)COC(F)(F)C(F)F.FC(F)C(F)(F)COC(F)(F)C(F)F.FC(F)C(F)(F)COC(F)(F)C(F)F" fmax_ev_per_a=3.3 orbital_gap_ev=8.17 total_energy_ev=-291814.6648
C 1.695057 -3.261833 1.605502 0.4685 -0.0792 0.0926 -1.626
C 2.317028 -2.546162 0.407454 -0.8323 0.0689 0.4167 0.763
C 1.326875 -2.309696 -0.707650 -2.1788 -1.4920 -0.7513 0.195
O 0.356708 -3.042177 -0.957308 2.6086 1.9355 0.5417 -0.658
O 1.590587 -1.192715 -1.472720 -0.3796 -0.2655 0.2700 -0.256
C 1.147426 0.041485 -0.805133 0.3561 -0.7037 -0.2738 -1.556
C 0.080904 0.670419 -1.696438 0.2679 -0.1452 0.0365 -2.886
C -1.023254 1.582390 -1.133351 -0.3674 0.7966 -0.2284 1.723
C -1.632044 2.333015 -2.385240 -0.0883 -0.3957 0.0836 -1.066
C -3.092133 2.010543 -2.739431 0.2018 0.3288 -0.4547 -1.733
C -4.271069 2.632342 -2.000002 -0.1386 -0.5244 -0.0089 0.752
S -4.575628 4.323713 -2.548166 0.2657 0.2387 0.0849 -0.314
C -6.258986 4.588014 -2.213912 -0.4593 -0.1778 0.0030 0.057
S -6.832733 6.110289 -2.166026 0.0481 0.1660 0.0683 -0.201
N -7.070279 3.431383 -2.072550 0.0097 0.0755 0.0578 0.686
C -7.940417 3.454508 -0.896435 -0.3275 -0.1362 0.1996 -0.816
C -8.368910 2.047853 -0.484931 0.2430 -0.2221 -0.3477 -1.166
C -7.791357 3.093681 -3.323655 0.4885 -0.3741 -0.0472 -0.710
C -7.606763 1.644138 -3.779125 0.0309 -0.0833 0.2352 -0.833
O -2.109834 0.905895 -0.493627 0.3737 -0.0084 0.2204 -0.296
C -2.082336 -0.493117 -0.275866 -0.3029 -0.3544 0.1093 -0.042
C -2.663654 -1.279943 -1.447950 -0.4318 -0.1321 0.0200 -0.858
C -4.194571 -1.238879 -1.385848 0.3430 0.4084 0.4509 0.490
C -4.811703 -2.205510 -0.399491 -0.4667 -0.0703 -0.0286 -1.454
Br -4.962820 -1.503727 -3.154049 -0.0964 -0.0511 -0.1484 -0.158
C -0.469697 2.657204 -0.114179 -0.2542 -0.3280 0.1275 0.207
C 0.749175 3.351333 -0.723415 0.4755 0.0729 -0.2592 -0.932
O 1.944278 2.884262 -0.100086 -0.1541 0.0022 -0.2002 -0.144
O 2.848071 3.996275 -0.150911 0.2845 0.0105 -0.0491 -0.539
O -1.531071 3.587392 0.115255 0.4187 -0.0616 -0.5629 0.318
C -1.181592 4.679919 0.965161 -0.4807 0.6898 -0.1121 -0.180
B -2.438061 5.604862 1.242015 -0.3518 -0.4807 -0.0441 0.902
O -3.598582 4.981035 1.652549 0.5332 0.3210 0.6945 -0.546
O -2.380425 6.970024 1.199383 -0.1269 -0.0152 -0.2886 -0.404
C -1.690407 7.611731 0.125529 0.3151 0.0702 0.3493 -0.520
P -0.088702 1.775581 1.531803 -0.0892 -0.1692 0.2401 -0.049
N -1.622036 1.993397 2.219025 -0.1511 -0.5268 0.1009 -0.445
O 0.767330 2.947727 2.323464 0.2543 0.0976 0.2227 -0.388
H 1.018868 -2.607555 2.157055 -0.1682 -0.0918 -0.1496 0.289
H 2.503100 -3.520135 2.293675 -0.0989 -0.0942 0.0477 0.471
H 1.188533 -4.179078 1.311967 -0.1074 0.0864 0.0256 0.331
H 3.142851 -3.139403 0.018186 0.0680 0.2106 -0.1609 -0.027
H 2.676157 -1.572080 0.743557 0.3532 -0.0589 -0.2407 0.267
H 0.790617 -0.207688 0.189005 0.0314 0.0314 0.0056 0.967
H 2.036185 0.661334 -0.707934 -0.1224 0.0733 0.0969 0.225
H -0.381933 -0.151358 -2.243438 -0.1443 0.0564 0.0491 0.518
H 0.609307 1.244146 -2.458692 -0.0271 -0.0240 -0.0013 1.125
H -1.079752 2.000533 -3.268325 0.0937 0.0597 0.0678 0.630
H -1.460001 3.406012 -2.320666 -0.1714 0.0826 0.1472 0.408
H -3.236969 0.930530 -2.772649 0.0507 0.1055 0.1111 -0.421
H -3.193645 2.333955 -3.782446 -0.0701 -0.1074 -0.0186 0.978
H -5.158403 2.077345 -2.292372 -0.0430 -0.0191 0.0817 -0.302
H -4.213300 2.581939 -0.915295 0.2820 0.1431 0.0704 0.146
H -8.830483 4.070837 -1.072063 0.0693 0.1215 0.0109 0.299
H -7.400490 3.898956 -0.068497 0.2238 0.1905 0.0212 0.546
H -7.555452 1.346749 -0.688688 0.0237 0.0096 0.0858 0.137
H -8.588269 1.995411 0.580415 -0.1793 0.0848 -0.0320 0.399
H -9.233550 1.699771 -1.053014 -0.0394 0.0221 0.0912 0.317
H -8.854819 3.284479 -3.161995 -0.0116 0.3025 -0.1707 0.281
H -7.406984 3.742183 -4.109966 -0.2057 0.1570 0.0202 0.527
H -7.695283 1.564171 -4.862735 -0.1279 -0.0045 0.0048 0.381
H -8.338161 0.980821 -3.316149 0.0176 -0.0312 -0.0398 0.279
H -6.621002 1.270240 -3.505376 0.0362 0.0234 -0.0727 0.036
H -2.736499 -0.659784 0.585259 0.0814 0.1272 0.0952 0.729
H -1.113140 -0.888953 0.028220 0.1085 0.1944 -0.2039 -0.509
H -2.324386 -2.316721 -1.406375 0.1170 0.0197 -0.1506 0.537
H -2.361468 -0.827803 -2.391087 0.2588 -0.2183 0.0303 0.544
H -4.481236 -0.223125 -1.104336 -0.0780 0.0026 -0.1814 0.010
H -5.860783 -1.948932 -0.239429 0.0232 -0.0425 -0.0125 0.419
H -4.319244 -2.146169 0.572394 0.1189 -0.0244 -0.0382 0.359
H -4.787141 -3.234268 -0.759201 0.2042 0.0098 0.0184 0.390
H 0.699336 4.431500 -0.598900 -0.0296 -0.1563 0.1338 0.461
H 0.832232 3.168957 -1.799410 -0.1248 0.0416 0.0167 0.583
H 3.690591 3.539991 -0.005581 -0.1328 0.0690 0.0282 0.311
H -0.364624 5.283330 0.559133 0.0091 -0.1423 -0.0046 0.004
H -0.855195 4.327986 1.947783 -0.0464 0.0577 -0.1178 0.112
H -4.057857 5.545265 2.291429 -0.3473 -0.0296 -0.4793 0.262
H -0.810732 8.136444 0.505317 -0.0603 -0.0082 0.0236 0.262
H -2.358852 8.332783 -0.335033 -0.1101 0.0217 0.0011 0.249
H -1.365527 6.902838 -0.636007 -0.0565 -0.0572 -0.0194 0.175
H -1.877014 1.186918 2.773736 -0.1589 0.0418 -0.0506 0.343
H -2.355049 2.223056 1.554701 0.0016 0.1896 0.1570 0.136
H 0.873514 2.661671 3.240191 0.0986 0.0934 -0.1043 0.377
F 8.670069 -2.927732 -0.560515 0.0992 -0.2370 -0.0363 -0.244
C 7.431601 -2.417236 -0.668822 -0.0371 0.0699 -0.0305 0.354
F 7.137969 -1.798002 0.502171 0.0143 0.1083 0.0876 -0.241
C 6.378004 -3.508306 -0.884394 0.1891 -0.3872 0.1004 0.976
F 6.301910 -4.304438 0.208746 0.0827 0.0407 0.0305 -0.257
F 5.204699 -2.818563 -0.957587 -0.0816 -0.0388 -0.1489 -0.190
C 6.456852 -4.378717 -2.151377 -0.1343 -0.0806 -0.5434 -0.904
O 7.025995 -5.674869 -2.035826 0.1172 0.1446 0.6139 -0.411
C 8.361490 -5.952231 -2.177532 -0.2094 0.0605 -0.2346 0.800
F 9.069066 -4.898241 -2.617908 -0.0991 0.1108 0.1520 -0.292
F 8.468407 -6.923596 -3.113136 -0.0007 0.0138 -0.1065 -0.306
C 8.966271 -6.551725 -0.897973 -0.0205 -0.0877 0.0075 0.187
F 8.823459 -5.710377 0.144429 -0.0060 0.1697 0.0001 -0.175
F 10.283542 -6.759952 -1.105630 -0.0099 0.0080 0.0268 -0.264
H 7.407239 -1.683990 -1.477846 -0.0396 -0.0243 0.0104 -0.095
H 5.416210 -4.582191 -2.400807 -0.0101 0.0132 0.0235 0.393
H 6.870533 -3.825685 -2.994867 0.1899 0.0980 0.1380 0.463
H 8.475600 -7.498650 -0.665243 0.0031 0.0013 -0.0174 0.223
F 6.361641 0.785188 -4.762261 -0.0928 -0.1239 -0.2738 -0.258
C 5.887052 0.687378 -3.513115 -0.0673 0.0729 0.1614 -0.010
F 6.914936 0.315294 -2.706049 0.0300 0.0030 0.0335 -0.231
C 4.783922 -0.369744 -3.388622 -0.1376 -0.3666 -0.4490 1.158
F 5.299779 -1.599445 -3.631819 0.1057 0.0414 -0.0641 -0.223
F 4.422495 -0.334499 -2.078111 0.0437 0.1795 0.1930 -0.253
C 3.469672 -0.187269 -4.171378 -0.6314 0.1877 -0.0470 -0.760
O 3.267392 -0.906781 -5.380657 0.7005 -0.2089 0.0695 -0.437
C 3.628464 -0.465065 -6.627613 -0.2669 0.0827 0.2263 0.762
F 4.053878 0.810643 -6.627863 0.1589 -0.0533 0.1852 -0.305
F 2.522304 -0.514764 -7.403837 -0.0901 0.0798 -0.0092 -0.310
C 4.638939 -1.405812 -7.302614 -0.0639 -0.0708 -0.0396 0.213
F 5.757122 -1.527886 -6.562413 0.0930 0.1365 0.1477 -0.211
F 4.972560 -0.887029 -8.503529 0.0208 -0.0096 0.0171 -0.269
H 5.520559 1.662647 -3.183565 -0.0089 0.0034 -0.0023 0.315
H 2.720388 -0.611602 -3.501766 0.0172 -0.0155 -0.0003 0.225
H 3.223481 0.869345 -4.284909 0.2208 0.0746 -0.0954 0.434
H 4.190243 -2.391396 -7.439474 -0.0206 0.0164 -0.0060 0.251
F -11.962779 6.442471 1.950360 0.1166 0.2298 0.1784 -0.233
C -11.811964 6.099070 0.660542 -0.0614 -0.1281 -0.2514 0.031
F -11.558420 4.770254 0.609530 0.0022 -0.0109 -0.0062 -0.240
C -10.639820 6.836480 0.002333 0.4617 0.2339 0.3705 1.084
F -9.478559 6.462390 0.576646 -0.0668 -0.0459 0.0965 -0.225
F -10.623640 6.389787 -1.285583 -0.1578 -0.0143 -0.0737 -0.317
C -10.698074 8.372951 -0.096234 -0.1905 0.5093 -0.3546 -0.926
O -9.976513 9.160559 0.841218 0.1535 -0.5926 0.3447 -0.367
C -10.465701 9.599104 2.042584 -0.0518 0.0823 -0.3484 0.805
F -11.781120 9.363663 2.192824 0.0419 -0.2233 -0.0617 -0.292
F -10.298318 10.942601 2.073450 -0.0671 0.0905 -0.0370 -0.305
C -9.649030 9.062887 3.228707 0.0711 0.0489 -0.0032 0.201
F -9.649289 7.718584 3.250795 -0.1425 -0.1294 -0.0626 -0.219
F -10.211023 9.512361 4.373274 0.0141 -0.0186 0.0049 -0.262
H -12.740822 6.299628 0.120157 -0.0040 0.0162 0.0062 0.286
H -10.191701 8.584968 -1.036710 0.0117 -0.0063 0.0058 0.432
H -11.724318 8.723772 -0.210524 -0.0803 -0.1124 0.1878 0.321
H -8.620413 9.421492 3.159366 -0.0143 0.0211 -0.0085 0.242
F 1.572848 -10.361824 2.807617 -0.1731 0.2190 0.2155 -0.233
C 2.659428 -10.267535 2.024191 0.1005 -0.0266 -0.2079 0.097
F 3.436420 -11.348427 2.256073 0.0209 -0.0026 0.0038 -0.261
C 3.483162 -9.008784 2.330401 -0.0647 0.1201 0.4848 0.947
F 3.999740 -9.088245 3.572452 -0.0774 -0.0139 0.0025 -0.274
F 4.523742 -9.071392 1.446039 0.0208 0.0405 -0.1184 -0.332
C 2.849315 -7.621623 2.109048 -0.1561 0.5081 -0.3707 -0.615
O 2.349333 -6.888187 3.219873 0.1561 -0.6198 0.4480 -0.340
C 1.067527 -6.955130 3.706098 0.2210 0.1744 -0.4714 0.764
F 0.246708 -7.666983 2.914592 0.1625 -0.2040 0.0355 -0.303
F 0.594670 -5.686717 3.723233 -0.1037 0.0909 -0.0123 -0.289
C 1.021174 -7.432157 5.165555 0.0304 0.0979 0.0480 0.203
F 1.568991 -8.651865 5.294330 0.0114 -0.1770 -0.1478 -0.228
F -0.273046 -7.495662 5.550605 0.0177 -0.0154 0.0114 -0.265
H 2.351977 -10.275256 0.975020 -0.0140 0.0245 0.0014 0.281
H 3.689131 -7.012856 1.776264 0.0013 -0.0023 -0.0016 0.278
H 2.135427 -7.639607 1.284873 -0.1318 -0.1879 0.0833 0.330
H 1.559426 -6.726429 5.801124 -0.0136 0.0158 -0.0169 0.246
F 7.170700 -4.558262 4.986343 -0.1154 0.2189 0.2091 -0.250
C 8.148958 -4.567206 4.063155 0.0745 -0.0519 -0.2530 0.430
F 8.846593 -5.715761 4.207489 0.0080 0.0013 0.0053 -0.271
C 9.116368 -3.389568 4.241048 0.0401 0.1198 0.4606 0.853
F 9.783500 -3.512808 5.407875 -0.0897 -0.0078 0.0189 -0.276
F 10.022063 -3.545537 3.232544 -0.0097 0.0355 -0.1151 -0.304
C 8.579088 -1.954547 4.088291 -0.1490 0.5109 -0.4262 -0.827
O 8.295937 -1.181384 5.249230 0.1100 -0.6032 0.3932 -0.417
C 7.093890 -1.164026 5.904420 0.1334 0.1524 -0.3174 0.843
F 6.122255 -1.814380 5.240950 0.1357 -0.1953 -0.0367 -0.271
F 6.709271 0.132721 5.994436 -0.0536 0.0695 -0.0699 -0.311
C 7.216054 -1.650495 7.356645 0.0354 0.0741 0.0459 0.171
F 7.690285 -2.906416 7.409580 -0.0230 -0.1570 -0.1344 -0.219
F 5.985524 -1.629968 7.918176 0.0204 -0.0144 0.0105 -0.256
H 7.706951 -4.547034 3.062880 -0.0090 0.0226 0.0001 -0.015
H 9.410562 -1.417106 3.635177 0.0138 -0.0129 0.0124 0.427
H 7.762106 -1.912082 3.367065 -0.1289 -0.1846 0.1029 0.459
H 7.883260 -0.988942 7.912280 -0.0143 0.0137 -0.0133 0.233